Entry from the OMol25 dataset: a 9-piece molecular cluster, C27H45N3O18 overall in a non-equilibrium geometry (the ωB97M-V functional and the def2-TZVPD basis).

Positions of all 93 atoms, in Å:
C1 -2.289 6.388 -0.186
N1 -1.753 5.126 0.455
O1 -0.527 4.930 0.473
O2 -2.531 4.425 1.009
H1 -2.609 7.070 0.603
H2 -3.052 6.217 -0.945
H3 -1.465 6.859 -0.721
C2 -0.344 1.632 0.999
N2 0.263 1.002 -0.201
O3 1.474 1.126 -0.364
O4 -0.489 0.437 -1.066
H4 -1.087 2.352 0.659
H5 0.415 2.006 1.687
H6 -0.927 0.799 1.391
C3 -1.126 -3.024 -1.745
N3 -1.703 -3.091 -3.113
O5 -1.507 -2.136 -3.842
O6 -2.349 -4.050 -3.309
H7 -0.238 -3.638 -1.894
H8 -1.874 -3.364 -1.029
H9 -0.827 -1.991 -1.568
O7 1.000 2.416 -3.099
C4 1.545 1.350 -3.380
C5 0.879 0.026 -3.853
C6 2.025 -0.913 -3.432
C7 3.276 -0.127 -3.607
O8 2.917 1.225 -3.196
H10 -0.010 -0.177 -3.257
H11 0.670 0.001 -4.923
H12 1.735 -1.254 -2.438
H13 1.890 -1.851 -3.971
H14 4.076 -0.420 -2.927
H15 3.680 0.031 -4.607
O9 4.154 0.193 4.557
C8 4.136 1.279 3.906
C9 4.399 2.652 4.374
C10 4.796 3.399 3.104
C11 3.976 2.608 2.027
O10 3.903 1.236 2.529
H16 3.488 3.065 4.805
H17 5.212 2.752 5.093
H18 4.569 4.449 2.920
H19 5.868 3.359 2.912
H20 3.055 3.142 1.797
H21 4.467 2.597 1.054
O11 -1.385 1.265 -5.743
C12 -2.458 1.042 -5.191
C13 -2.759 1.277 -3.686
C14 -3.944 0.377 -3.504
C15 -4.521 -0.005 -4.873
O12 -3.479 0.371 -5.740
H22 -1.990 0.960 -2.982
H23 -2.998 2.324 -3.497
H24 -3.592 -0.474 -2.921
H25 -4.698 0.953 -2.968
H26 -4.656 -1.087 -4.892
H27 -5.406 0.629 -4.925
O13 1.595 -3.739 0.262
C16 2.636 -3.275 0.698
C17 3.341 -1.914 0.301
C18 4.596 -1.955 1.029
C19 4.586 -3.165 1.922
O14 3.306 -3.841 1.651
H28 3.560 -1.924 -0.766
H29 2.665 -1.071 0.445
H30 5.398 -1.987 0.291
H31 4.714 -1.015 1.567
H32 5.356 -3.910 1.726
H33 4.544 -2.949 2.989
O15 1.705 -2.774 5.996
C20 1.042 -2.211 5.125
C21 -0.026 -1.194 5.210
C22 -0.153 -0.734 3.782
C23 0.428 -1.811 2.989
O16 1.260 -2.538 3.864
H34 -0.933 -1.727 5.495
H35 0.118 -0.345 5.878
H36 -1.163 -0.523 3.430
H37 0.574 0.061 3.617
H38 -0.286 -2.558 2.642
H39 1.029 -1.455 2.153
O17 -3.210 0.342 0.274
C24 -4.071 -0.519 0.490
C25 -3.898 -2.009 0.166
C26 -5.214 -2.472 0.667
C27 -6.190 -1.264 0.506
O18 -5.335 -0.206 0.733
H40 -3.890 -2.079 -0.922
H41 -2.979 -2.443 0.560
H42 -5.573 -3.283 0.033
H43 -5.237 -2.887 1.674
H44 -6.591 -1.121 -0.497
H45 -6.974 -1.247 1.263

Calculated values
SMILES: C[N+](=O)[O-].C[N+](=O)[O-].C[N+](=O)[O-].O=C1CCCO1.O=C1CCCO1.O=C1CCCO1.O=C1CCCO1.O=C1CCCO1.O=C1CCCO1
ΔE to the lowest compared entry with this formula, charge and spin: 192.7 kJ/mol
highest occupied orbital energy: -9.32 eV
lowest unoccupied orbital energy: -0.0026 hartree
electronic energy: -70044.149 eV